[1]
A single C3H4O3 molecule. Source: the OMol25 dataset; level of theory: wB97M-V/def2-TZVPD.

```
10
Properties=species:S:1:pos:R:3:mulliken_charge:R:1
O -0.235 -1.198 -1.057 -0.482
C 0.170 0.000 -0.438 0.157
C 1.119 -0.283 0.717 0.014
O 1.165 0.372 1.729 -0.467
C -1.000 0.904 -0.031 -0.089
O -1.887 1.179 -0.798 -0.429
H -0.871 -1.642 -0.479 0.337
H 0.742 0.547 -1.201 0.262
H 1.783 -1.157 0.548 0.357
H -0.987 1.279 1.009 0.341
```

Calculated values
Charge = 0
SMILES = O=CC(O)C=O
LUMO = 0.1 eV
Gap between HOMO and LUMO = 10.03 eV
Multiplicity = 1

---

[2]
A single C3H4O3 molecule. Source: the OMol25 dataset; level of theory: wB97M-V/def2-TZVPD.

```
10
Properties=species:S:1:pos:R:3:mulliken_charge:R:1
O -0.275 -1.181 -0.879 -0.506
C 0.214 0.111 -0.520 0.048
C 1.115 -0.297 0.632 -0.079
O 0.980 0.104 1.760 -0.457
C -0.997 0.956 -0.099 -0.011
O -1.800 1.377 -0.893 -0.437
H -0.562 -1.560 -0.028 0.342
H 0.741 0.604 -1.353 0.381
H 1.729 -1.196 0.391 0.362
H -1.146 1.082 0.988 0.358
```

Calculated values
Charge = 0
SMILES = O=CC(O)C=O
LUMO = 0.2 eV
Gap between HOMO and LUMO = 10.19 eV
Multiplicity = 1

---

[3]
A single C3H4O3 molecule at a distorted geometry. Source: the OMol25 dataset; level of theory: wB97M-V/def2-TZVPD.

```
10
Properties=species:S:1:pos:R:3:mulliken_charge:R:1
O 0.087 -0.887 -1.550 -0.510
C 0.242 0.149 -0.603 0.227
C 0.847 -0.368 0.675 -0.089
O 1.594 0.271 1.370 -0.440
C -1.010 0.881 0.191 -0.056
O -1.969 0.235 0.521 -0.429
H -0.131 -1.746 -1.155 0.325
H 0.866 0.887 -1.113 0.335
H 0.391 -1.334 1.005 0.286
H -0.918 1.912 0.659 0.350
```

Calculated values
Charge = 0
SMILES = O=CC(O)C=O
LUMO = 0.0 eV
Gap between HOMO and LUMO = 9.87 eV
Multiplicity = 1

---

[4]
A single C3H4O3 molecule. Source: the OMol25 dataset; level of theory: wB97M-V/def2-TZVPD.

```
10
Properties=species:S:1:pos:R:3:mulliken_charge:R:1
O 1.898 -1.234 -1.409 -0.479
C 1.514 -1.161 -0.273 0.182
C -1.672 0.619 0.832 -0.481
O -1.052 1.035 -0.247 -0.207
C 0.139 0.719 -0.616 -0.042
O 0.706 -0.204 0.235 -0.266
H 1.742 -1.861 0.548 0.345
H -2.627 1.092 0.972 0.288
H -1.129 0.045 1.574 0.267
H 0.479 0.951 -1.617 0.393
```

Calculated values
Charge = 0
LUMO (spin up / spin down) = 0.6 / 0.6 eV
Gap between HOMO and LUMO (spin up / spin down) = 8.32 / 8.15 eV
Multiplicity = 1